a) # C2H3IN2

2 unconnected molecules or ions with the total composition C2H3IN2 (ωB97M-V/def2-TZVPD, the Open Molecules 2025 dataset).

Values from the calculation:
highest occupied orbital energy (spin up / spin down) = -7.78 / -7.78 eV
multiplicity = 1
frontier orbital gap (spin up / spin down) = 7.261 / 7.260 eV

```
8
Properties=species:S:1:pos:R:3:nbo_charge:R:1
C -0.604 -0.108 -1.060 -0.385
C -1.520 -0.977 2.527 -0.447
N -0.101 -0.524 0.026 0.044
N 0.175 -0.845 1.089 0.031
I -3.186 -0.415 1.482 0.184
H -0.738 0.876 -1.299 0.228
H -0.340 -0.798 -1.933 0.223
H -1.425 -1.989 2.859 0.121
```


b) # C2H3IN2

C2H3IN2 in the gas phase (ωB97M-V/def2-TZVPD, the Open Molecules 2025 dataset).

Values from the calculation:
highest occupied orbital energy = -9.66 eV
structure (SMILES) = N#CNCI
multiplicity = 1
frontier orbital gap = 9.564 eV

```
8
Properties=species:S:1:pos:R:3:nbo_charge:R:1
C 1.358 0.134 0.862 0.398
C -0.582 -0.118 -0.778 -0.294
N 2.363 -0.359 0.962 -0.382
N 0.123 0.524 0.626 -0.699
I -2.084 -1.532 -0.093 0.111
H -1.031 0.672 -1.184 0.182
H 0.200 -0.651 -1.476 0.256
H -0.347 1.330 1.081 0.429
```


c) # C2H3IN2

C2H3IN2 in the gas phase (ωB97M-V/def2-TZVPD, the Open Molecules 2025 dataset).

Values from the calculation:
highest occupied orbital energy = -8.22 eV
multiplicity = 1
frontier orbital gap = 7.855 eV

```
8
Properties=species:S:1:pos:R:3:nbo_charge:R:1
C 0.504 0.031 0.199 -0.159
C -0.796 0.210 -0.516 -0.652
N 0.618 -0.805 1.097 0.008
N 0.883 -1.584 1.866 -0.033
I 2.194 1.204 -0.261 0.153
H -1.441 -0.618 -0.631 0.234
H -0.709 0.481 -1.558 0.230
H -1.253 1.082 -0.197 0.218
```


b) takes first place; second place is 10.1 kcal/mol up.


a) # C3H6O3

A molecular structure, C3H6O3 (ωB97M-V/def2-TZVPD, the Open Molecules 2025 dataset).

Values from the calculation:
highest occupied orbital energy = -8.01 eV
multiplicity = 1
frontier orbital gap = 8.425 eV

```
12
Properties=species:S:1:pos:R:3:nbo_charge:R:1
C -1.333 0.474 0.067 -0.203
C 0.893 0.425 -0.015 -0.281
C 0.264 -0.785 0.214 0.727
O 2.576 -0.284 -0.138 -0.923
O -1.976 -0.040 -1.055 -0.709
O 0.053 -1.925 0.296 -0.430
H 2.883 -0.542 0.746 0.440
H -2.206 -0.967 -0.898 0.478
H -1.286 1.557 -0.017 0.186
H -1.814 0.213 1.014 0.160
H 0.927 0.778 -1.038 0.291
H 1.017 1.096 0.824 0.266
```


b) # C3H6O3

C3H6O3 in the gas phase (ωB97M-V/def2-TZVPD, the Open Molecules 2025 dataset).

Values from the calculation:
highest occupied orbital energy = -10.59 eV
structure (SMILES) = COC(=O)CO
multiplicity = 1
frontier orbital gap = 11.386 eV

```
12
Properties=species:S:1:pos:R:3:nbo_charge:R:1
C 0.401 0.307 1.954 -0.258
O 0.398 -0.590 0.840 -0.516
C -0.433 -0.244 -0.152 0.778
O -1.512 0.276 0.001 -0.593
C 0.198 -0.468 -1.509 -0.168
O -0.437 0.305 -2.485 -0.705
H 0.206 1.317 1.587 0.192
H -0.347 0.047 2.704 0.194
H 1.409 0.240 2.365 0.197
H 1.247 -0.165 -1.423 0.199
H 0.188 -1.542 -1.745 0.193
H -1.317 0.518 -2.138 0.487
```


b) takes first place; second place is 104.0 kcal/mol up.


a) # C3H6O3

C3H6O3 in the gas phase (ωB97M-V/def2-TZVPD, the Open Molecules 2025 dataset).

Values from the calculation:
highest occupied orbital energy = -10.17 eV
structure (SMILES) = O=COCCO
multiplicity = 1
frontier orbital gap = 10.964 eV

```
12
Properties=species:S:1:pos:R:3:nbo_charge:R:1
O -1.267 1.143 0.643 -0.735
C -1.249 -0.234 0.390 -0.089
C 0.136 -0.867 0.356 -0.119
O 1.011 -0.637 -0.772 -0.492
C 1.441 0.595 -1.018 0.667
O 1.055 1.617 -0.502 -0.608
H -0.448 1.507 0.269 0.491
H -1.860 -0.495 -0.492 0.166
H -1.696 -0.751 1.248 0.181
H -0.009 -1.950 0.391 0.207
H 0.653 -0.548 1.267 0.195
H 2.232 0.620 -1.780 0.135
```


b) # C3H6O3

A molecular structure, C3H6O3 (ωB97M-V/def2-TZVPD, the Open Molecules 2025 dataset).

Values from the calculation:
highest occupied orbital energy = -9.08 eV
multiplicity = 1
frontier orbital gap = 9.840 eV

```
12
Properties=species:S:1:pos:R:3:nbo_charge:R:1
O -1.410 0.765 -0.646 -0.664
C -1.323 -0.240 0.131 0.141
C 0.868 -0.745 0.019 0.084
O 1.015 -0.801 -1.317 -0.665
C 0.850 0.464 0.674 0.144
O 0.706 1.557 -0.024 -0.715
H -0.438 1.450 -0.390 0.479
H -1.481 -1.233 -0.299 0.172
H -1.573 -0.140 1.197 0.148
H 0.990 -1.701 0.516 0.204
H 0.996 0.121 -1.628 0.498
H 0.837 0.496 1.767 0.174
```


c) # C3H6O3

C3H6O3 in the gas phase (ωB97M-V/def2-TZVPD, the Open Molecules 2025 dataset).

Values from the calculation:
highest occupied orbital energy = -10.32 eV
structure (SMILES) = COC(=O)CO
multiplicity = 1
frontier orbital gap = 11.197 eV

```
12
Properties=species:S:1:pos:R:3:nbo_charge:R:1
C -1.250 -1.343 0.685 -0.267
O -0.927 0.053 0.564 -0.473
C 0.336 0.253 0.261 0.786
O 1.168 -0.645 0.297 -0.646
C 0.674 1.526 -0.484 -0.162
O 1.110 0.819 -1.635 -0.714
H -1.031 -1.846 -0.263 0.199
H -0.669 -1.814 1.479 0.203
H -2.313 -1.359 0.900 0.198
H -0.189 2.192 -0.630 0.200
H 1.490 2.118 -0.042 0.184
H 1.602 0.045 -1.131 0.492
```


d) # C3H6O3

2 unconnected molecules or ions with the total composition C3H6O3 (ωB97M-V/def2-TZVPD, the Open Molecules 2025 dataset).

Values from the calculation:
highest occupied orbital energy = -10.37 eV
structure (SMILES) = O=C=O.CCO
multiplicity = 1
frontier orbital gap = 10.870 eV

```
12
Properties=species:S:1:pos:R:3:nbo_charge:R:1
O -1.083 1.141 0.749 -0.720
C -0.991 -0.238 0.452 -0.069
C 0.364 -0.849 0.796 -0.634
O 0.740 -0.093 -2.466 -0.497
C 0.975 0.845 -1.822 1.032
O 1.207 1.783 -1.163 -0.533
H -0.342 1.596 0.328 0.468
H -1.249 -0.441 -0.601 0.153
H -1.764 -0.718 1.060 0.182
H 0.345 -1.933 0.642 0.218
H 0.613 -0.638 1.840 0.217
H 1.186 -0.454 0.187 0.184
```


d) takes first place; second place is 20.8 kcal/mol up.


a) # C3H6O3

C3H6O3 in the gas phase (ωB97M-V/def2-TZVPD, the Open Molecules 2025 dataset).

Values from the calculation:
highest occupied orbital energy = -10.17 eV
structure (SMILES) = O=COCCO
multiplicity = 1
frontier orbital gap = 10.967 eV

```
12
Properties=species:S:1:pos:R:3:nbo_charge:R:1
O 1.123 0.092 -1.437 -0.734
C 0.866 0.948 -0.360 -0.088
C 0.251 0.281 0.865 -0.119
O -1.129 -0.140 0.845 -0.491
C -1.505 -1.101 0.011 0.667
O -0.862 -1.573 -0.897 -0.607
H 0.454 -0.610 -1.407 0.491
H 0.307 1.848 -0.671 0.165
H 1.833 1.293 0.026 0.182
H 0.308 0.998 1.686 0.206
H 0.875 -0.584 1.107 0.194
H -2.520 -1.453 0.231 0.134
```


b) # C3H6O3

2 unconnected molecules or ions with the total composition C3H6O3 (ωB97M-V/def2-TZVPD, the Open Molecules 2025 dataset).

Values from the calculation:
highest occupied orbital energy = -9.08 eV
structure (SMILES) = O/C=C\O.C=O
multiplicity = 1
frontier orbital gap = 9.742 eV

```
12
Properties=species:S:1:pos:R:3:nbo_charge:R:1
O -1.691 0.764 -0.611 -0.585
C -1.655 -0.240 0.074 0.276
C 1.061 -0.747 0.047 0.087
O 1.030 -0.864 -1.299 -0.677
C 0.932 0.433 0.672 0.001
O 0.755 1.567 -0.085 -0.732
H -0.205 1.651 -0.267 0.501
H -1.558 -1.251 -0.373 0.134
H -1.833 -0.207 1.166 0.124
H 1.226 -1.685 0.566 0.194
H 0.967 0.043 -1.644 0.494
H 0.971 0.535 1.754 0.184
```


a) takes first place; second place is 33.1 kcal/mol up.